# C66H185N11O32

A cluster of 21 separate species, C66H185N11O32 in total (ωB97M-V with the def2-TZVPD basis set, OMol25).

ΔE to the lowest compared entry with this formula, charge and spin, kcal/mol: 0.00
Charge: 0
HOMO energy, eV: -8.2
Kohn-Sham gap, eV: 8.6
DFT total energy, Eh: -5635.1032

XYZ file:
```
294
C66H185N11O32 (ωB97M-V with the def2-TZVPD basis set)
C -3.424 -9.404 -3.088
O -3.041 -8.066 -2.943
C -4.035 -7.180 -2.475
C -3.400 -5.844 -2.149
N -4.347 -4.796 -1.732
C -3.845 -3.406 -1.547
C -3.168 -2.792 -2.777
O -4.225 -2.342 -3.608
C -3.710 -2.291 -4.925
H -4.470 -9.456 -3.359
H -3.229 -9.933 -2.163
H -2.840 -9.845 -3.852
H -4.540 -7.551 -1.549
H -4.868 -7.108 -3.204
H -2.835 -5.542 -3.044
H -2.655 -6.021 -1.365
H -5.223 -4.759 -2.245
H -3.190 -3.342 -0.645
H -4.816 -2.955 -1.324
H -2.613 -3.598 -3.273
H -2.544 -1.942 -2.621
H -2.782 -1.733 -4.918
H -4.486 -1.759 -5.508
H -3.548 -3.310 -5.313
C -12.378 0.350 -1.118
O -11.182 0.485 -1.877
C -10.031 0.220 -1.174
C -8.763 0.445 -1.985
N -7.559 -0.036 -1.241
C -6.300 0.413 -1.861
C -5.807 1.647 -1.206
O -4.961 2.437 -2.038
C -4.327 3.508 -1.336
H -12.488 1.278 -0.523
H -12.332 -0.513 -0.503
H -13.194 0.476 -1.766
H -10.056 -0.828 -0.765
H -9.948 0.861 -0.291
H -8.688 1.514 -2.083
H -8.877 -0.026 -2.979
H -7.490 -1.009 -1.021
H -6.455 0.546 -2.943
H -5.451 -0.290 -1.827
H -5.302 1.438 -0.250
H -6.678 2.276 -0.956
H -5.130 4.149 -0.945
H -3.838 4.139 -2.090
H -3.673 3.108 -0.562
C -0.986 2.616 -0.099
O -1.849 1.514 0.065
C -2.006 0.681 -1.076
C -0.750 -0.085 -1.435
N -0.547 -1.248 -0.587
C -0.100 -1.039 0.813
C 0.678 -2.250 1.268
O 1.872 -2.289 0.471
C 2.810 -3.201 1.058
H -1.089 3.119 0.872
H -1.348 3.234 -0.950
H 0.040 2.308 -0.225
H -2.216 1.406 -1.891
H -2.829 0.000 -0.933
H 0.120 0.578 -1.473
H -0.915 -0.429 -2.464
H 0.060 -1.918 -1.035
H -0.981 -1.017 1.430
H 0.500 -0.126 1.018
H 0.147 -3.218 1.229
H 0.994 -2.141 2.329
H 3.078 -2.895 2.053
H 3.670 -3.134 0.374
H 2.452 -4.263 1.049
C 0.474 -4.956 -1.078
O 0.372 -5.564 0.198
C 0.439 -6.955 0.016
C 0.565 -7.593 1.465
N -0.365 -7.126 2.436
C -1.780 -7.211 2.101
C -2.680 -7.094 3.355
O -2.393 -5.864 4.011
C -2.870 -5.799 5.353
H 1.417 -5.197 -1.626
H 0.551 -3.882 -0.924
H -0.397 -5.219 -1.676
H 1.336 -7.254 -0.540
H -0.480 -7.272 -0.497
H 1.534 -7.321 1.893
H 0.377 -8.688 1.506
H -0.206 -6.124 2.580
H -1.908 -8.231 1.630
H -2.107 -6.500 1.337
H -2.353 -7.952 3.943
H -3.744 -7.218 3.127
H -3.952 -5.913 5.423
H -2.567 -4.848 5.778
H -2.421 -6.638 5.863
C -2.340 8.073 0.094
O -2.969 7.215 0.973
C -2.197 6.591 1.924
C -1.795 7.584 3.065
N -2.898 8.314 3.580
C -3.918 7.565 4.372
C -5.049 8.479 4.811
O -5.952 8.851 3.820
C -6.879 9.849 4.199
H -1.527 7.520 -0.415
H -1.932 8.985 0.564
H -3.122 8.343 -0.594
H -1.288 6.089 1.538
H -2.857 5.910 2.446
H -1.122 8.366 2.689
H -1.324 6.957 3.809
H -3.316 8.900 2.816
H -3.362 7.208 5.246
H -4.312 6.727 3.809
H -4.627 9.352 5.354
H -5.645 7.877 5.554
H -7.684 9.840 3.476
H -6.393 10.836 4.382
H -7.412 9.679 5.150
C 6.516 -10.656 -3.742
O 6.376 -9.327 -3.432
C 5.252 -8.990 -2.589
C 5.340 -7.521 -2.427
N 4.336 -6.931 -1.526
C 4.709 -5.713 -0.854
C 4.719 -4.368 -1.627
O 5.668 -4.465 -2.729
C 5.590 -3.251 -3.501
H 7.516 -10.802 -4.137
H 5.753 -10.957 -4.510
H 6.351 -11.269 -2.837
H 5.258 -9.527 -1.626
H 4.273 -9.247 -3.091
H 5.449 -7.032 -3.430
H 6.324 -7.277 -1.958
H 3.444 -6.891 -2.013
H 5.692 -5.909 -0.404
H 3.985 -5.641 -0.022
H 5.085 -3.521 -1.029
H 3.696 -4.150 -1.979
H 4.532 -2.946 -3.639
H 5.910 -3.445 -4.523
H 6.169 -2.426 -3.078
C 4.564 2.302 4.266
O 4.589 1.980 5.692
C 5.238 0.738 5.890
C 4.305 -0.444 5.789
N 4.949 -1.687 5.541
C 5.751 -2.207 6.703
C 6.310 -3.546 6.439
O 5.289 -4.526 6.103
C 5.772 -5.840 5.782
H 3.869 3.143 4.297
H 4.228 1.492 3.642
H 5.588 2.517 4.015
H 5.773 0.730 6.871
H 6.031 0.710 5.133
H 3.601 -0.268 4.964
H 3.725 -0.508 6.731
H 4.291 -2.393 5.219
H 5.100 -2.334 7.582
H 6.527 -1.507 6.961
H 6.786 -3.957 7.362
H 7.057 -3.476 5.615
H 6.170 -5.854 4.794
H 4.860 -6.469 5.816
H 6.497 -6.190 6.558
C 2.755 -0.675 -2.804
O 3.132 0.639 -2.301
C 2.722 1.661 -3.216
C 3.199 2.978 -2.701
N 2.384 3.334 -1.521
C 2.432 4.776 -1.199
C 3.809 5.272 -0.820
O 4.231 4.588 0.356
C 5.619 4.604 0.588
H 3.396 -1.019 -3.619
H 1.733 -0.595 -3.135
H 2.926 -1.284 -1.924
H 1.616 1.656 -3.306
H 3.172 1.400 -4.204
H 2.999 3.761 -3.452
H 4.273 2.953 -2.493
H 2.624 2.778 -0.729
H 1.706 5.003 -0.411
H 2.154 5.420 -2.052
H 3.733 6.346 -0.615
H 4.609 5.099 -1.587
H 5.980 5.637 0.737
H 6.160 4.148 -0.279
H 5.855 4.040 1.478
C -0.815 4.273 -3.023
O -0.563 5.181 -4.152
C 0.036 6.403 -3.771
C -0.565 7.520 -4.557
N -1.887 7.819 -4.051
C -2.362 9.086 -4.559
C -3.822 9.302 -4.216
O -4.657 8.458 -4.968
C -6.041 8.535 -4.815
H -1.564 3.503 -3.287
H -1.233 4.839 -2.165
H 0.118 3.814 -2.730
H 1.123 6.326 -3.935
H -0.110 6.738 -2.720
H -0.549 7.301 -5.631
H 0.050 8.369 -4.344
H -2.524 7.086 -4.348
H -2.215 9.194 -5.622
H -1.808 9.943 -4.174
H -4.068 10.365 -4.419
H -3.911 9.109 -3.121
H -6.412 9.581 -4.884
H -6.337 8.145 -3.850
H -6.464 7.867 -5.539
C -7.161 5.052 2.291
O -6.736 3.966 3.103
C -6.444 2.825 2.302
C -6.323 1.601 3.166
N -5.940 0.436 2.415
C -4.486 0.231 2.283
C -4.220 -1.115 1.651
O -4.465 -2.164 2.656
C -4.428 -3.484 2.027
H -6.363 5.318 1.588
H -7.311 5.875 2.969
H -8.030 4.759 1.690
H -5.509 2.981 1.723
H -7.217 2.672 1.527
H -7.296 1.350 3.662
H -5.587 1.783 3.966
H -6.389 -0.383 2.786
H -3.868 0.422 3.166
H -4.059 0.963 1.556
H -3.190 -1.231 1.265
H -4.951 -1.262 0.836
H -4.528 -4.166 2.863
H -3.575 -3.661 1.363
H -5.361 -3.687 1.422
C 6.170 -0.381 -0.784
O 7.106 -0.680 -1.771
C 8.150 -1.473 -1.281
C 9.334 -1.349 -2.205
N 9.963 -0.045 -2.174
C 11.037 0.189 -3.147
C 11.467 1.614 -3.235
O 10.435 2.545 -3.411
C 10.898 3.822 -3.148
H 6.602 0.286 0.010
H 5.796 -1.318 -0.356
H 5.433 0.250 -1.227
H 7.835 -2.537 -1.175
H 8.560 -1.157 -0.304
H 9.090 -1.791 -3.213
H 10.042 -2.055 -1.815
H 9.267 0.667 -2.394
H 10.702 -0.109 -4.115
H 11.904 -0.323 -2.700
H 12.135 1.730 -4.123
H 12.002 1.828 -2.292
H 11.788 4.053 -3.712
H 11.226 3.885 -2.080
H 10.025 4.465 -3.371
O -1.704 -1.879 3.755
H -1.481 -0.959 3.688
H -2.484 -2.058 3.230
O -3.937 1.298 -4.314
H -4.494 0.741 -4.866
H -4.451 1.644 -3.558
O -1.331 1.134 2.906
H -0.995 2.008 3.098
H -1.566 1.100 1.971
O 0.098 3.668 3.711
H 0.302 4.293 4.400
H 0.862 3.729 3.050
O 3.077 0.835 0.513
H 2.931 0.737 -0.457
H 3.044 -0.069 0.818
O -1.316 0.297 -4.308
H -2.167 0.721 -4.454
H -0.718 0.605 -5.008
O 5.869 -3.106 3.164
H 5.131 -3.646 3.512
H 5.919 -2.406 3.803
O 3.357 -4.696 3.747
H 3.661 -4.690 4.664
H 2.416 -4.758 3.861
O -0.129 -4.192 3.798
H -0.630 -5.018 3.914
H -0.760 -3.446 3.818
O 2.197 3.135 1.882
H 2.996 3.628 1.652
H 2.328 2.222 1.550
```

Atomic partial charges in e from the Mulliken method, atoms 1 to 5:
1 C -0.800
2 O -0.335
3 C -0.715
4 C 0.548
5 N -0.188



# C66H47F9KN4O4P

A structure of composition C66H47F9KN4O4P (ωB97M-V with the def2-TZVPD basis set, OMol25).

ΔE to the lowest compared entry with this formula, charge and spin, kcal/mol: 0.00
Charge: -2
HOMO energy, eV: -2.6
Kohn-Sham gap, eV: 6.4
DFT total energy, Eh: -4903.5806

XYZ file:
```
132
C66H47F9KN4O4P (ωB97M-V with the def2-TZVPD basis set)
K 0.111 0.220 0.127
O 1.723 -0.173 1.986
C 2.281 0.088 3.167
C 2.297 1.643 3.466
C 1.060 2.439 3.147
C 0.365 3.092 4.165
C -0.658 3.969 3.843
C -0.971 4.166 2.515
C -0.268 3.448 1.543
C -0.588 3.672 0.088
C -1.862 3.002 -0.607
O -1.673 1.703 -0.901
C -1.995 3.867 -1.892
C -1.686 3.264 -3.103
C -1.704 3.987 -4.290
C -2.046 5.331 -4.288
C -2.352 5.950 -3.081
C -2.312 5.226 -1.898
C -3.141 3.079 0.263
C -3.171 2.301 1.427
C -4.305 2.210 2.213
C -5.477 2.861 1.835
C -5.483 3.594 0.661
C -4.326 3.706 -0.110
N 0.731 2.619 1.858
C 1.595 -0.734 4.281
C 0.877 -0.210 5.348
C 0.277 -1.040 6.295
C 0.400 -2.415 6.195
C 1.105 -2.954 5.121
C 1.678 -2.125 4.175
C 3.790 -0.293 3.216
C 4.556 -0.217 4.377
C 5.908 -0.533 4.359
C 6.511 -0.940 3.175
C 5.748 -1.031 2.017
C 4.397 -0.709 2.040
H 3.086 2.037 2.821
H 2.600 1.853 4.497
H 0.659 2.943 5.196
H -1.192 4.502 4.622
H -1.758 4.846 2.215
H 0.252 3.310 -0.509
H -0.643 4.756 -0.049
H -1.432 2.212 -3.056
H -1.451 3.497 -5.225
H -2.073 5.894 -5.214
H -2.620 7.001 -3.063
H -2.537 5.728 -0.962
H -2.290 1.734 1.699
H -4.278 1.618 3.122
H -6.373 2.778 2.439
H -6.392 4.083 0.328
H -4.371 4.269 -1.033
H 0.775 0.861 5.455
H -0.284 -0.603 7.114
H -0.062 -3.063 6.931
H 1.190 -4.030 5.013
H 2.201 -2.543 3.322
H 4.084 0.075 5.310
H 6.491 -0.471 5.273
H 7.565 -1.194 3.157
H 6.207 -1.364 1.093
H 3.759 -0.778 1.165
O 2.328 -3.505 -1.847
C 1.593 -2.521 -1.724
N 0.538 -2.337 -0.929
C -0.126 -3.354 -0.362
O -0.430 -4.442 -0.864
C -0.703 -3.114 1.033
C -0.894 -4.234 1.844
C -1.476 -4.071 3.085
C -1.856 -2.799 3.490
C -1.625 -1.748 2.621
N -1.075 -1.897 1.418
C 2.004 -1.282 -2.535
C 3.018 -1.427 -3.482
C 3.426 -0.322 -4.206
C 2.821 0.904 -3.963
C 1.817 0.955 -3.010
N 1.410 -0.108 -2.322
H -0.598 -5.203 1.468
H -1.629 -4.923 3.739
H -2.299 -2.620 4.460
H -1.896 -0.734 2.899
H 3.460 -2.405 -3.604
H 4.212 -0.411 -4.947
H 3.117 1.801 -4.493
H 1.307 1.888 -2.785
F -3.502 -6.962 -5.620
C -4.561 -6.213 -5.288
F -5.485 -7.058 -4.783
F -5.086 -5.757 -6.445
C -4.233 -5.104 -4.338
C -5.252 -4.226 -3.975
C -4.981 -3.202 -3.090
C -3.698 -3.038 -2.562
C -2.689 -3.919 -2.935
C -2.959 -4.959 -3.820
P -3.248 -1.670 -1.412
C -4.186 -0.307 -2.199
C -3.574 0.257 -3.317
C -4.170 1.299 -4.006
C -5.370 1.823 -3.550
C -5.981 1.289 -2.426
C -5.401 0.217 -1.768
C -6.020 2.984 -4.232
F -5.339 3.423 -5.298
F -7.263 2.677 -4.678
F -6.184 4.037 -3.411
C -4.229 -2.080 0.069
C -4.573 -3.393 0.377
C -5.166 -3.706 1.592
C -5.432 -2.699 2.504
C -5.082 -1.384 2.217
C -4.466 -1.080 1.019
C -6.084 -2.997 3.815
F -7.322 -2.462 3.906
F -5.397 -2.496 4.858
F -6.229 -4.312 4.046
H -6.246 -4.349 -4.387
H -5.766 -2.511 -2.806
H -1.698 -3.825 -2.506
H -2.171 -5.647 -4.094
H -2.602 -0.107 -3.632
H -3.682 1.732 -4.867
H -6.910 1.710 -2.061
H -5.900 -0.195 -0.902
H -4.360 -4.185 -0.330
H -5.414 -4.732 1.826
H -5.267 -0.598 2.940
H -4.150 -0.063 0.826
```

Atomic partial charges in e from the Mulliken method, atoms 1 to 5:
1 K 1.415
2 O -0.835
3 C 1.806
4 C -2.060
5 C 0.611